#w
Entry from the Open Molecules 2025 dataset: a structure of composition C3H6O (ωB97M-V/def2-TZVPD).

The spin multiplicity is 1. For the HOMO-LUMO gap, the calculation gives 8.450 eV.

Positions of all 10 atoms, in Å:
C  -0.5504  -0.3454  -0.0002
C  0.6155  -0.7984  -0.8095
C  0.3994  0.5412  -0.2004
O  0.7260  1.8575  -0.2761
H  -1.6759  -0.3254  -0.2097
H  -0.7264  -0.4941  1.3620
H  1.4904  -1.4571  -0.4781
H  0.6937  -0.8198  -1.9786
H  -1.3089  -0.4552  2.0872
H  0.3366  2.2966  0.5034

How is the electron density shared among the atoms? According to natural (NBO), the charges in e are: C -0.40; C -0.42; C 0.36; O -0.64; H 0.25; H 0.07; H 0.19; H 0.18; H -0.10; H 0.50


#x
Entry from the Open Molecules 2025 dataset: an isolated molecule of C3H6O (ωB97M-V/def2-TZVPD).

The spin multiplicity is 1. Its structure (SMILES) is C[C@H]1CO1. For the HOMO-LUMO gap, the calculation gives 10.887 eV.

Positions of all 10 atoms, in Å:
C  -1.5704  -0.0819  -0.0427
C  -0.1830  -0.0477  0.3541
C  1.0627  -0.5976  -0.1038
O  0.8426  0.8437  -0.1486
H  -1.3585  -0.3380  -1.1443
H  -2.0341  1.1031  -0.0981
H  -2.3636  -0.8594  0.1818
H  0.2357  -0.2076  1.4625
H  1.1187  -1.2604  -1.1792
H  1.8053  -0.8249  0.7201

How is the electron density shared among the atoms? According to natural (NBO), the charges in e are: C -0.67; C 0.02; C -0.10; O -0.50; H 0.22; H 0.24; H 0.26; H 0.16; H 0.18; H 0.19


#x has the most favorable energy; the next structure is 0.0784 hartree above.


#w
Entry from the Open Molecules 2025 dataset: a cluster of 2 separate species, C2H4ClF2N in total (ωB97M-V/def2-TZVPD).

The spin multiplicity is 1. Its structure (SMILES) is F/C=N/Cl.CF. For the HOMO-LUMO gap, the calculation gives 11.596 eV.

Positions of all 10 atoms, in Å:
F  2.7620  0.4461  -0.0069
C  2.2070  -0.6964  0.4178
N  1.0769  -0.7646  0.9500
Cl  0.7586  -2.3097  1.4939
H  2.8591  -1.5057  0.3144
C  -1.9175  1.0249  -0.6131
F  -2.6766  0.1409  -1.4247
H  -2.5228  1.4103  0.1925
H  -1.4648  1.8891  -1.1488
H  -1.0820  0.3651  -0.1749

How is the electron density shared among the atoms? According to natural (NBO), the charges in e are: F -0.30; C 0.49; N -0.47; Cl 0.14; H 0.14; C -0.14; F -0.38; H 0.17; H 0.17; H 0.18


#x
Entry from the Open Molecules 2025 dataset: an isolated molecule of C2H4ClF2N (ωB97M-V/def2-TZVPD).

The spin multiplicity is 1. Its structure (SMILES) is NCC(F)(F)Cl. For the HOMO-LUMO gap, the calculation gives 10.590 eV.

Positions of all 10 atoms, in Å:
N  1.4360  0.2798  0.4151
C  -0.0054  0.5970  0.2687
C  -0.9325  -0.4901  -0.3187
F  -2.1948  0.0659  -0.3523
F  -1.1063  -1.5735  0.4444
Cl  -0.3440  -0.8802  -1.9783
H  1.9929  0.2865  -0.4812
H  1.6986  -0.5744  1.0624
H  -0.1502  1.5403  -0.3440
H  -0.3943  0.7487  1.2840

How is the electron density shared among the atoms? According to natural (NBO), the charges in e are: N -0.87; C -0.29; C 0.67; F -0.34; F -0.32; Cl -0.07; H 0.38; H 0.39; H 0.23; H 0.22


#x has the most favorable energy; the next structure is 0.0735 hartree above.


#w
Entry from the Open Molecules 2025 dataset: a cluster of 2 separate species, C5H11O2 in total (ωB97M-V/def2-TZVPD).

The spin multiplicity is 2. For the HOMO-LUMO gap (spin up / spin down), the calculation gives 10.826 / 7.867 eV.

Positions of all 18 atoms, in Å:
C  0.2491  1.4029  0.0142
O  -0.5659  1.6357  1.0602
C  -0.5119  0.4352  -0.9873
C  0.5032  -0.4334  -1.6972
C  1.0050  -1.6308  -0.9224
C  2.0414  -2.3638  -1.2752
H  1.1635  0.8934  0.3560
H  0.5984  2.2747  -0.5428
H  -1.1667  -0.1555  -0.3528
H  -0.9896  1.1054  -1.6943
H  1.4131  0.1261  -1.9422
H  0.1152  -0.8090  -2.6495
H  0.2838  -2.0359  -0.2093
H  2.5990  -2.1878  -2.1962
H  2.4840  -3.1685  -0.7088
H  -2.8321  0.5560  2.5345
H  -1.4138  0.9428  2.4458
O  -2.0635  0.6403  3.1111

How is the electron density shared among the atoms? According to natural (NBO), the charges in e are: C -0.11; O -0.31; C -0.37; C -0.46; C -0.18; C -0.38; H 0.19; H 0.16; H 0.22; H 0.22; H 0.21; H 0.23; H 0.20; H 0.19; H 0.21; H 0.45; H 0.48; O -0.95


#x
Entry from the Open Molecules 2025 dataset: a cluster of 2 separate species, C5H11O2 in total (ωB97M-V/def2-TZVPD).

The spin multiplicity is 2. For the HOMO-LUMO gap (spin up / spin down), the calculation gives 11.330 / 6.991 eV.

Positions of all 18 atoms, in Å:
C  0.9548  -2.1552  -0.6026
C  1.0557  -2.7698  0.7993
H  0.2820  -1.2299  -0.7721
H  1.9173  -1.7148  -0.9870
H  0.8662  -2.7824  -1.3055
H  1.6093  -2.0922  1.5157
H  1.3853  -3.7764  0.9739
H  0.0179  -3.0059  1.1796
C  -0.2901  1.6599  -0.2953
C  -1.0564  2.9447  -0.7277
C  -1.0731  0.8959  0.9178
O  -0.3804  0.0933  1.5201
O  -2.2401  1.1719  1.1718
H  -0.2867  0.9490  -1.0902
H  0.7135  1.9174  0.1336
H  -2.0499  2.9342  -0.6252
H  -0.7387  3.1938  -1.8683
H  -0.6867  3.7665  0.0620

How is the electron density shared among the atoms? According to natural (NBO), the charges in e are: C -0.59; C -0.63; H 0.19; H 0.20; H 0.19; H 0.21; H 0.22; H 0.21; C -0.45; C -0.59; C 0.72; O -0.19; O -0.60; H 0.23; H 0.23; H 0.23; H 0.22; H 0.21


#y
Entry from the Open Molecules 2025 dataset: a cluster of 2 separate species, C5H11O2 in total (ωB97M-V/def2-TZVPD).

The spin multiplicity is 2. For the HOMO-LUMO gap (spin up / spin down), the calculation gives 11.422 / 7.303 eV.

Positions of all 18 atoms, in Å:
C  1.8163  0.4929  0.7354
C  2.4729  0.9598  2.0577
O  2.1318  0.4041  3.0890
O  3.0155  2.0664  1.8654
H  0.9475  -0.2601  1.0280
H  2.6776  -0.0644  0.2618
H  1.5929  1.2473  -0.0028
C  -1.0117  -0.4206  -1.3965
C  -0.9028  -1.5869  -0.3601
C  -1.9964  0.6939  -0.9797
H  0.0510  -0.0237  -1.3956
H  -1.2196  -0.7664  -2.4069
H  -1.8436  -2.0720  -0.3486
H  -0.7203  -1.2848  0.7013
H  -2.1803  1.6379  -1.4346
H  -3.0151  0.0827  -0.9636
H  -0.0107  -2.1120  -0.4931
H  -1.8050  1.0059  0.0428

How is the electron density shared among the atoms? According to natural (NBO), the charges in e are: C -0.68; C 0.70; O -0.58; O -0.20; H 0.27; H 0.24; H 0.24; C -0.39; C -0.61; C -0.62; H 0.18; H 0.21; H 0.21; H 0.20; H 0.22; H 0.19; H 0.21; H 0.20


#y has the most favorable energy; the next structure is 0.0042 hartree above.


#w
Entry from the Open Molecules 2025 dataset: a cluster of 2 separate species, C3H11N2 in total (ωB97M-V/def2-TZVPD).

Its net charge is +2. The spin multiplicity is 2. For the HOMO-LUMO gap (spin up / spin down), the calculation gives 10.337 / 5.344 eV.

Positions of all 16 atoms, in Å:
C  -1.5906  -0.9936  -2.0323
N  -1.3076  0.2272  -1.9284
H  -1.6813  -1.5989  -1.1034
H  -1.7409  -1.6176  -2.9306
H  -1.2765  0.6288  -2.8943
H  -0.0664  0.2965  -0.5286
C  0.1795  0.6235  2.0848
C  1.0603  -0.1941  1.2121
N  0.9577  0.2883  -0.2566
H  -0.8810  0.6325  1.7998
H  0.2105  0.2365  3.1262
H  0.4555  1.6647  2.1148
H  2.1123  -0.0244  1.3888
H  0.7310  -1.2293  1.0923
H  1.1793  1.2885  -0.3481
H  1.6581  -0.2287  -0.7965

How is the electron density shared among the atoms? According to natural (NBO), the charges in e are: C 0.03; N -0.21; H 0.31; H 0.36; H 0.49; H 0.41; C -0.67; C -0.19; N -0.69; H 0.22; H 0.30; H 0.25; H 0.26; H 0.22; H 0.45; H 0.46


#x
Entry from the Open Molecules 2025 dataset: a cluster of 2 separate species, C3H11N2 in total (ωB97M-V/def2-TZVPD).

Its net charge is +2. The spin multiplicity is 2. For the HOMO-LUMO gap (spin up / spin down), the calculation gives 12.076 / 8.008 eV.

Positions of all 16 atoms, in Å:
C  2.0223  -0.6181  -1.3287
N  1.2436  0.5693  -1.1054
H  1.4327  -1.4965  -1.0171
H  2.3200  -0.6909  -2.3852
H  2.8931  -0.5470  -0.6819
H  1.7856  1.3489  -0.7111
H  -0.3675  0.8731  0.1308
H  0.5716  0.9880  -1.7575
C  -1.7601  -0.7823  0.3697
C  -1.0476  0.9369  1.9609
N  -0.8824  0.3307  0.8414
H  -1.4057  -1.6731  0.8984
H  -1.6191  -0.9688  -0.6869
H  -2.7840  -0.6263  0.6857
H  -0.8410  1.9987  2.0607
H  -1.5614  0.3573  2.7262

How is the electron density shared among the atoms? According to natural (NBO), the charges in e are: C -0.48; N -0.30; H 0.30; H 0.34; H 0.27; H 0.43; H 0.40; H 0.43; C -0.44; C 0.18; N -0.41; H 0.26; H 0.25; H 0.27; H 0.26; H 0.25


#x has the most favorable energy; the next structure is 0.0433 hartree above.